1.
ORCA calculation (the ωB97M-V functional and the def2-TZVPD basis) on 2 unconnected molecules or ions with the total composition C3H9OS at a distorted geometry.

Geometry as XYZ:
```
14
Properties=species:S:1:pos:R:3:nbo_charge:R:1
C -1.6311 2.0919 -0.1206 -0.227
O -0.8294 1.8294 -1.1480 -0.752
H -1.2841 1.6733 0.8870 0.172
H -2.5512 1.5336 -0.2157 0.128
H -1.7983 3.1732 -0.0013 0.146
C 0.4292 -2.3954 0.2568 -0.748
S 0.5307 -0.6720 1.2772 0.021
C 1.7921 -0.0354 0.1632 -1.131
H -0.3349 -2.3324 -0.5576 0.183
H 1.3827 -2.6918 -0.1399 0.199
H 0.1984 -3.0317 1.0861 0.181
H 2.7923 0.0818 0.4829 0.167
H -0.2991 0.9721 -1.0010 0.510
H 1.6026 -0.1964 -0.9690 0.150
```

## Properties
E_tot: -16136.9438 eV
Charge: -1
E_HOMO: -1.09 eV

2.
ORCA calculation (the ωB97M-V functional and the def2-TZVPD basis) on a molecular structure, C48H40AsN2OPPdS3.

Geometry as XYZ:
```
97
Properties=species:S:1:pos:R:3:mulliken_charge:R:1
Pd -0.2699 0.4785 -1.1357 -0.547
S -1.3667 -1.3868 -1.5806 -0.285
C -2.9430 -1.1532 -0.8556 0.886
C -3.8287 -2.2250 -0.7514 -0.981
C -5.0606 -2.0303 -0.1532 0.383
C -5.9657 -3.1377 -0.0331 -0.412
N -6.6898 -4.0231 0.0596 -0.396
C -5.4106 -0.7622 0.3569 0.619
C -4.5301 0.2976 0.2505 -0.818
C -3.2988 0.1066 -0.3761 0.460
S -2.1872 1.4354 -0.5554 -0.090
C -6.6682 -0.5602 1.0192 -0.381
N -7.6680 -0.4032 1.5605 -0.395
H -3.5643 -3.2058 -1.1248 0.584
H -4.8017 1.2661 0.6488 0.586
O 1.3838 -0.2206 -2.2645 0.437
S 1.7811 0.5908 -3.5328 0.514
C 0.3672 0.4772 -4.6462 -0.723
C 0.6833 1.1874 -5.9353 0.115
C 1.0275 2.5374 -5.9342 -0.201
C 1.3258 3.1825 -7.1239 -0.772
C 1.2725 2.4848 -8.3231 -0.466
C 0.9156 1.1443 -8.3308 -0.726
C 0.6258 0.4947 -7.1398 -0.409
C 2.9826 -0.4932 -4.3434 -1.527
C 2.4852 -1.8712 -4.6551 -0.079
C 2.2649 -2.2383 -5.9792 -0.243
C 1.8065 -3.5112 -6.2873 -0.804
C 1.5639 -4.4246 -5.2721 -0.537
C 1.7962 -4.0684 -3.9499 -0.716
C 2.2592 -2.7994 -3.6399 0.283
H -0.4538 0.9523 -4.1000 0.577
H 0.1378 -0.5808 -4.7851 0.452
H 1.0525 3.0926 -5.0026 0.409
H 1.5901 4.2313 -7.1183 0.417
H 1.5001 2.9893 -9.2522 0.409
H 0.8574 0.6040 -9.2660 0.417
H 0.3364 -0.5487 -7.1473 0.578
H 3.8277 -0.4826 -3.6523 0.641
H 3.2721 0.0625 -5.2386 0.567
H 2.4700 -1.5315 -6.7739 0.620
H 1.6508 -3.7924 -7.3201 0.424
H 1.2121 -5.4189 -5.5118 0.431
H 1.6307 -4.7910 -3.1612 0.441
H 2.4615 -2.5288 -2.6117 0.335
C -0.7301 -0.6173 2.1207 0.396
C -0.0405 -0.7573 3.4833 -1.736
As -1.4909 -0.8986 4.8573 0.159
C -2.0211 0.9727 4.6160 0.047
C -3.1196 1.2484 3.8041 -0.373
C -3.4976 2.5625 3.5477 -0.627
C -2.7873 3.6103 4.1147 -0.674
C -1.6992 3.3439 4.9392 -0.709
C -1.3165 2.0327 5.1866 -0.064
C -0.3950 -0.6967 6.4480 0.058
C -1.0564 -0.3656 7.6293 -0.288
C -0.3497 -0.2418 8.8148 -0.660
C 1.0219 -0.4591 8.8328 -0.452
C 1.6830 -0.8008 7.6636 -0.756
C 0.9770 -0.9198 6.4725 0.090
P 0.4650 -0.0404 0.9244 0.998
C 0.7844 1.7107 0.9314 0.318
C 0.0751 2.6032 1.7388 -0.061
C 0.0896 3.9467 1.4204 -0.465
C 0.7529 4.4074 0.2775 -0.859
C 1.4498 3.5302 -0.5342 -0.975
C 1.4804 2.1708 -0.2176 -0.294
C 1.9142 -1.0393 0.8029 1.302
C 1.8041 -2.3633 0.3687 -0.659
C 2.9350 -3.1578 0.3357 -0.624
C 4.1632 -2.6333 0.7254 -0.569
C 4.2707 -1.3159 1.1524 -0.904
C 3.1473 -0.5070 1.1914 -0.651
H -1.5432 0.1148 2.1238 -0.277
H -1.1335 -1.5742 1.7796 0.722
H 0.5754 0.1105 3.7328 0.819
H 0.5819 -1.6515 3.5042 0.884
H -3.7045 0.4315 3.3923 0.700
H -4.3696 2.7676 2.9392 0.478
H -3.0985 4.6323 3.9405 0.493
H -1.1616 4.1589 5.4074 0.432
H -0.4795 1.8333 5.8466 0.425
H -2.1281 -0.1987 7.6296 0.385
H -0.8707 0.0176 9.7266 0.399
H 1.5722 -0.3678 9.7595 0.405
H 2.7500 -0.9801 7.6768 0.392
H 1.5153 -1.1944 5.5736 0.370
H -0.4924 2.2604 2.5971 -0.197
H -0.4352 4.6452 2.0587 0.503
H 0.7332 5.4623 0.0389 0.466
H 1.9988 3.8914 -1.3935 0.513
H 2.1358 1.4983 -0.7610 0.574
H 0.8472 -2.7620 0.0521 0.481
H 2.8640 -4.1852 0.0052 0.504
H 5.0451 -3.2594 0.6973 0.470
H 5.2287 -0.9202 1.4607 0.496
H 3.2265 0.5175 1.5333 0.519
```

## Properties
E_tot: -161550.6217 eV
Charge: +2
E_HOMO (spin up / spin down): -12.91 / -12.91 eV

3.
ORCA calculation (the ωB97M-V functional and the def2-TZVPD basis) on 13 unconnected molecules or ions with the total composition C38H71BFO31S5 at a distorted geometry.

Geometry as XYZ:
```
147
Properties=species:S:1:pos:R:3:mulliken_charge:R:1
O 1.9485 -0.7222 -2.2992 -0.607
C 1.9217 -0.1600 -1.2320 0.642
O 1.0683 0.7903 -0.9142 -0.427
B 1.0437 1.0308 0.5421 0.922
O 2.1293 0.1987 1.1163 -0.421
C 2.6760 -0.4906 0.0925 0.549
O 3.5468 -1.3830 0.2305 -0.636
O -0.2050 0.6252 1.2376 -0.486
C -0.6578 1.6274 1.9923 0.606
O -1.6269 1.6299 2.7322 -0.627
C 0.1304 2.8804 1.6098 0.605
O 1.1480 2.4860 0.9098 -0.512
O -0.1842 3.9647 1.9942 -0.607
F 2.3698 -6.9068 -13.0444 -0.304
C 2.2614 -7.0541 -11.6895 0.280
C 2.0686 -5.8804 -10.9792 -0.221
C 2.1584 -5.9404 -9.5503 -0.557
C 2.2446 -7.1991 -8.9872 -0.289
C 2.2827 -8.4426 -9.7403 -0.621
C 2.3417 -8.2700 -11.0891 -0.134
H 2.0459 -4.9634 -11.5493 0.396
H 1.9830 -5.0248 -9.0049 0.375
H 2.1538 -7.3285 -7.9189 0.334
H 2.4012 -9.4172 -9.2901 0.398
H 2.5443 -9.0292 -11.8301 0.345
C 11.9476 -1.6864 1.7231 -0.908
S 13.7687 -1.8284 1.2850 0.486
O 13.9370 -2.8591 0.1793 -0.588
C 13.7098 -0.1688 0.4791 -0.892
H 11.7157 -2.4426 2.4730 0.308
H 11.2808 -1.9481 0.9015 0.332
H 11.7319 -0.7134 2.1645 0.308
H 14.6918 0.0963 0.0873 0.308
H 13.2742 0.5721 1.1495 0.335
H 12.9867 -0.2920 -0.3271 0.310
C -4.9661 6.2173 9.3429 -0.974
S -5.7160 7.7845 8.8563 0.514
O -6.0246 8.5248 10.1853 -0.635
C -4.4189 8.5790 7.9494 -0.884
H -4.1679 6.2811 10.0824 0.340
H -4.3813 5.7244 8.5663 0.356
H -5.5764 5.5554 9.9575 0.325
H -4.0131 7.8802 7.2179 0.319
H -3.5996 8.8960 8.5946 0.317
H -4.6687 9.4587 7.3563 0.323
C 8.2695 -8.8151 -2.5899 -0.887
S 9.7359 -8.7936 -1.5720 0.466
O 10.7185 -7.6841 -1.9481 -0.612
C 8.9444 -8.1072 -0.1756 -0.951
H 7.5193 -8.0861 -2.2836 0.301
H 7.7295 -9.7518 -2.4515 0.336
H 8.4691 -8.8110 -3.6615 0.329
H 9.6814 -8.0796 0.6270 0.315
H 8.1783 -8.7592 0.2438 0.368
H 8.5230 -7.1211 -0.3708 0.334
C -5.8227 8.5238 0.7269 -0.856
S -7.2567 7.9569 1.8308 0.501
O -7.7244 9.3274 2.3684 -0.614
C -8.2512 7.5445 0.3120 -0.934
H -4.9069 8.7142 1.2866 0.325
H -6.0976 9.4835 0.2893 0.293
H -5.6775 7.6759 0.0574 0.300
H -7.8818 6.8789 -0.4681 0.356
H -8.4916 8.5043 -0.1454 0.327
H -9.1899 7.1554 0.7064 0.302
C -2.7212 2.9332 -6.5569 -0.859
S -2.9385 4.7262 -6.9805 0.484
O -1.6510 5.5193 -6.6633 -0.598
C -3.1735 4.2744 -8.7813 -0.978
H -2.9089 2.7201 -5.5046 0.326
H -1.6506 2.7301 -6.5843 0.308
H -3.2202 2.3670 -7.3433 0.303
H -4.1802 3.9045 -8.9761 0.353
H -2.3057 3.6797 -9.0662 0.322
H -3.0392 5.2423 -9.2643 0.339
C 2.0624 2.6800 7.8839 -0.652
O 2.7041 3.7820 7.3225 -0.285
C 2.3984 4.9428 7.7784 0.813
O 1.7134 5.2290 8.7371 -0.572
O 3.2468 5.7313 7.1245 -0.299
C 3.2709 7.1285 7.4584 -0.686
H 1.0006 2.7766 7.6574 0.298
H 2.4012 2.6126 8.9177 0.305
H 2.4694 1.7903 7.4033 0.225
H 2.4188 7.6702 7.0479 0.292
H 4.1621 7.6129 7.0592 0.248
H 3.2078 7.3296 8.5278 0.312
C -9.4803 1.3895 7.9590 -0.591
O -10.1055 1.4273 9.2858 -0.299
C -9.8635 0.5193 10.2441 0.784
O -9.0390 -0.4634 10.1260 -0.611
O -10.5124 0.9038 11.3545 -0.280
C -10.5026 0.1723 12.5562 -0.619
H -9.8047 0.5203 7.3868 0.283
H -8.4030 1.2778 8.0818 0.296
H -9.7318 2.2853 7.3913 0.227
H -9.8174 -0.6745 12.5939 0.334
H -11.5239 -0.2003 12.6343 0.248
H -10.3181 0.8732 13.3703 0.228
C 5.4453 0.0385 -13.2746 -0.666
O 4.4929 0.8315 -12.5092 -0.306
C 4.7559 1.2110 -11.2619 0.821
O 5.8240 1.0571 -10.6311 -0.594
O 3.6963 1.8417 -10.7991 -0.317
C 3.7008 2.2914 -9.3987 -0.588
H 6.1043 0.7484 -13.7744 0.292
H 5.0021 -0.4045 -14.1665 0.258
H 6.0470 -0.6499 -12.6813 0.307
H 3.9229 1.4414 -8.7535 0.293
H 2.7423 2.7910 -9.2577 0.208
H 4.4833 3.0454 -9.3138 0.291
C 6.8864 -2.5230 7.5419 -0.662
O 7.6127 -3.2349 8.5000 -0.292
C 7.0776 -3.5284 9.6661 0.786
O 6.0096 -3.0272 10.0871 -0.583
O 7.9554 -4.2978 10.3354 -0.298
C 7.6824 -4.7223 11.7036 -0.654
H 7.3921 -2.5375 6.5764 0.248
H 6.9391 -1.4649 7.7985 0.290
H 5.8213 -2.7403 7.4621 0.313
H 6.6797 -5.1314 11.8280 0.299
H 7.9166 -3.9007 12.3804 0.279
H 8.1705 -5.6520 11.9960 0.274
C -12.0659 2.0089 -2.0002 -0.716
O -10.8492 1.4299 -1.5416 -0.309
C -10.4219 0.2212 -1.8437 0.784
O -10.9814 -0.6595 -2.4847 -0.580
O -9.3745 0.0212 -1.1332 -0.307
C -8.4045 1.1022 -0.9096 -0.603
H -12.1375 2.3499 -3.0330 0.306
H -12.5064 2.8595 -1.4800 0.296
H -12.8974 1.3247 -1.8310 0.299
H -8.8607 1.8802 -0.2976 0.258
H -7.9623 1.5222 -1.8130 0.290
H -7.5537 0.7824 -0.3080 0.283
C -2.9835 -4.7586 -4.9480 -0.605
O -3.0348 -5.4121 -6.2484 -0.300
C -3.2737 -6.7005 -6.2503 0.809
O -3.2633 -7.4406 -5.2591 -0.589
O -3.4972 -7.0711 -7.5032 -0.305
C -3.8245 -8.4186 -7.8619 -0.705
H -3.8395 -5.0617 -4.3451 0.299
H -2.9519 -3.6870 -5.1449 0.209
H -2.0953 -5.1032 -4.4184 0.294
H -4.8025 -8.8507 -7.6502 0.300
H -3.1913 -9.1546 -7.3665 0.315
H -3.5268 -8.4881 -8.9081 0.276
```

## Properties
E_tot: -161596.9991 eV
Charge: -1
E_HOMO: -7.28 eV

4.
ORCA calculation (the ωB97M-V functional and the def2-TZVPD basis) on C2H5Cl2P in the gas phase at a distorted geometry.

Geometry as XYZ:
```
10
Properties=species:S:1:pos:R:3:nbo_charge:R:1
P 1.7477 0.1281 -0.1513 0.239
C -0.1491 -0.2886 -0.3992 -0.479
Cl -0.4570 -1.9215 0.1653 -0.005
C -0.8814 0.8138 0.3860 -0.397
Cl -2.6558 0.6643 -0.0529 -0.082
H 1.6537 -0.8753 1.0437 0.008
H 2.3801 -0.8116 -1.0563 -0.001
H -0.3557 -0.0664 -1.4433 0.233
H -0.7061 0.5361 1.5161 0.240
H -0.5765 1.8211 -0.0081 0.244
```

## Properties
E_tot: -36487.5288 eV
E_HOMO: -9.70 eV
SMILES string: P[C@@H](Cl)CCl